No. 1
{"formula": "C3H3ClF2", "method": "wB97M-V/def2-TZVPD", "species": ["F", "C", "C", "Cl", "C", "F", "H", "H", "H"], "positions_angstrom": [[1.371, -0.525, 1.496], [0.969, 0.563, 0.842], [0.019, 0.507, -0.176], [-0.285, 2.039, -1.034], [-0.748, -0.723, -0.485], [-0.397, -1.377, -1.602], [1.485, 1.468, 1.187], [-0.587, -1.426, 0.357], [-1.826, -0.526, -0.585]], "nbo_charge": [-0.316, 0.260, -0.152, -0.006, 0.000, -0.344, 0.188, 0.187, 0.183], "multiplicity": 1, "orbital_gap_ev": 10.5062, "homo_energy_ev": -9.77, "smiles": "F/C=C(/Cl)CF"}

No. 2
{"formula": "C3H3ClF2", "method": "wB97M-V/def2-TZVPD", "species": ["C", "C", "C", "F", "F", "Cl", "H", "H", "H"], "positions_angstrom": [[-0.243, 0.391, -0.797], [1.031, 0.626, -0.952], [-0.907, -0.587, 1.219], [1.455, 1.092, -2.157], [-0.135, -1.671, 1.328], [2.367, 0.509, 0.058], [-1.031, 0.237, -1.550], [-2.005, -0.648, 0.885], [-0.532, 0.050, 1.967]], "nbo_charge": [-0.344, 0.223, 0.148, -0.336, -0.331, 0.051, 0.224, 0.196, 0.170], "multiplicity": 1, "orbital_gap_ev": [9.7357, 9.7366], "homo_energy_ev": [-9.52, -9.52]}

No. 3
{"formula": "C3H3ClF2", "method": "wB97M-V/def2-TZVPD", "species": ["F", "C", "C", "C", "F", "Cl", "H", "H", "H"], "positions_angstrom": [[-2.268, -0.579, -0.186], [-1.111, 0.238, -0.067], [0.072, -0.598, 0.058], [1.251, 0.099, -0.033], [1.449, 1.448, -0.053], [2.841, -0.653, -0.129], [-0.959, 0.830, -0.995], [-1.146, 0.784, 0.847], [-0.131, -1.567, 0.557]], "nbo_charge": [-0.366, 0.013, -0.344, 0.377, -0.315, -0.002, 0.186, 0.183, 0.267], "multiplicity": 1, "orbital_gap_ev": 10.4702, "homo_energy_ev": -9.73, "smiles": "FC/C=C(\\F)Cl"}

No. 4
{"formula": "C3H3ClFNO", "method": "wB97M-V/def2-TZVPD", "species": ["O", "N", "C", "C", "F", "C", "Cl", "H", "H", "H"], "positions_angstrom": [[-1.375, 0.315, 2.195], [-0.801, 0.624, 0.965], [-0.545, -0.556, 0.278], [0.210, -0.352, -0.954], [-0.035, -1.455, -1.577], [1.216, 0.440, -1.220], [2.422, 0.260, -2.453], [-1.322, 1.176, 2.567], [-1.013, -1.647, 0.615], [1.243, 1.194, -0.417]], "nbo_charge": [-0.546, -0.114, -0.043, 0.307, -0.310, -0.290, 0.040, 0.475, 0.240, 0.243], "multiplicity": 1, "orbital_gap_ev": 9.1184, "homo_energy_ev": -9.07, "smiles": "O/N=C/C(F)=C/Cl"}

No. 5
{"formula": "C3H3ClN2", "method": "wB97M-V/def2-TZVPD", "species": ["N", "C", "C", "Cl", "H", "H", "C", "N", "H"], "positions_angstrom": [[-0.747, -1.517, 0.256], [-0.870, -0.406, 0.636], [-0.431, 0.783, 1.083], [1.310, 0.838, 1.481], [-1.038, -1.895, -0.775], [-1.037, 1.408, 1.625], [1.048, 0.278, -1.342], [0.785, -0.834, -1.468], [0.980, 1.345, -1.496]], "nbo_charge": [-0.545, 0.417, -0.491, -0.019, 0.445, 0.229, 0.094, -0.377, 0.246], "multiplicity": 1, "orbital_gap_ev": 8.8436, "homo_energy_ev": -8.71, "smiles": "N=C=CCl.C#N"}

No. 6
{"formula": "C3H3ClN2O", "method": "wB97M-V/def2-TZVPD", "species": ["C", "C", "C", "N", "N", "O", "Cl", "H", "H", "H"], "positions_angstrom": [[0.657, -0.238, -0.477], [-0.126, -1.038, 0.896], [0.175, 1.181, -0.278], [-0.708, -2.033, 1.040], [-0.816, 1.670, -0.822], [0.215, -0.951, -1.383], [1.157, 2.019, 0.949], [1.707, -0.349, -0.132], [-1.179, -2.881, 0.793], [-1.083, 2.620, -0.585]], "nbo_charge": [0.163, 0.442, 0.235, -0.594, -0.571, -0.585, -0.087, 0.170, 0.456, 0.371], "multiplicity": 1, "orbital_gap_ev": 9.3206, "homo_energy_ev": -9.66}